1.
Formula: BrH2P
Source: the OMol25 dataset
Level of theory: wB97M-V/def2-TZVPD

Last column: natural (NBO) charge in e.
Geometry (Å):
P -0.46636 0.82575 -0.00185  0.25
Br -2.48073 -0.06315 0.00114  -0.23
H 0.03271 0.05021 1.09692  -0.01
H -0.01002 0.05601 -1.10043  -0.02

Largest force on an atom in hartree/bohr: 0.013
Energy in hartree: -2916.55783
ΔE to the lowest compared entry with this formula, charge and spin in kcal/mol: 0.66
HOMO energy in eV: -9.546
SMILES: PBr
LUMO level in eV: 0.40



2.
Formula: C19H22F6N4O3P2ReSSe2
Source: the OMol25 dataset
Level of theory: wB97M-V/def2-TZVPD

Last column: natural (NBO) charge in e.
Geometry (Å):
Re -2.18176 -0.40645 0.34194  1.27
N -2.57837 -2.19873 1.41384  -0.76
C -4.05076 -2.28436 1.64497  -0.33
C -4.52939 -0.89133 2.03853  0.65
O -5.37609 -0.71087 2.88387  -0.57
N -3.84888 0.07344 1.34838  -0.66
C -3.77034 1.39910 1.93312  -0.37
C -2.30419 1.67342 2.27751  0.78
O -1.91828 2.56090 2.97645  -0.55
O -1.44081 0.80915 1.67561  -0.73
H -2.21813 -3.03813 0.96684  0.42
H -2.07950 -2.15945 2.30303  0.42
H -4.29537 -2.99598 2.42982  0.24
H -4.52321 -2.59741 0.71365  0.23
H -4.38016 1.47958 2.83185  0.27
H -4.09735 2.17046 1.23126  0.24
Se 0.13042 -0.78358 -0.56437  0.12
P 1.54863 -1.38644 1.19977  1.09
Se 0.66604 -3.12743 1.92813  -0.40
C 3.13768 -1.60480 0.38222  -0.36
C 4.29080 -1.38131 1.13493  -0.19
C 5.53459 -1.65497 0.58820  -0.20
C 5.63271 -2.15407 -0.70243  -0.17
C 4.48484 -2.39530 -1.44572  -0.19
C 3.23825 -2.12847 -0.90442  -0.22
C 1.64678 0.04574 2.25952  -0.51
C 2.44880 1.13943 1.91887  -0.13
C 2.45213 2.25983 2.73112  -0.23
C 1.66338 2.29211 3.87479  -0.14
C 0.87783 1.20281 4.21850  -0.19
C 0.86873 0.07756 3.41375  -0.14
H 4.22069 -0.99984 2.14562  0.23
H 6.42667 -1.48146 1.17431  0.23
H 6.60482 -2.36687 -1.12613  0.23
H 4.56107 -2.80726 -2.44307  0.23
H 2.34615 -2.35848 -1.47461  0.22
H 3.07219 1.11205 1.03430  0.22
H 3.07390 3.10711 2.47541  0.23
H 1.66423 3.17276 4.50266  0.23
H 0.26102 1.23628 5.10553  0.24
H 0.25856 -0.77880 3.67216  0.23
F -3.16901 -1.09063 -1.45267  -0.55
P -3.21558 0.26112 -2.56478  2.62
F -4.60891 0.64078 -1.95868  -0.54
F -3.11376 1.55701 -3.45415  -0.56
F -2.49579 1.12578 -1.24956  -0.56
F -3.81858 -0.67153 -3.66085  -0.54
F -1.71187 -0.17103 -2.95901  -0.59
S 0.82367 1.37185 -0.91530  0.11
C 0.61337 1.38775 -2.64334  0.37
N 1.07487 0.50394 -3.51123  -0.55
C 0.52848 0.75448 -4.85454  -0.23
C -0.01869 2.18891 -4.70951  -0.23
N -0.02172 2.36606 -3.25117  -0.53
H 1.48107 -0.36981 -3.21875  0.44
H -0.25844 0.03412 -5.07177  0.23
H 1.30982 0.68500 -5.60608  0.23
H -1.02631 2.29238 -5.10296  0.25
H 0.63327 2.92970 -5.17065  0.22
H -0.52421 3.08421 -2.75470  0.45

Largest force on an atom in hartree/bohr: 0.003
Spin multiplicity: 3
Energy in hartree: -7743.29308
ΔE to the lowest compared entry with this formula, charge and spin in kcal/mol: 11.20
Charge: +1
HOMO energy (spin up / spin down) in eV: -10.709 / -10.873
LUMO level (spin up / spin down) in eV: -4.09 / -4.11
<S²>: 2.020



3.
Formula: C43H36Cl5HgN8O2S3Te
Source: the OMol25 dataset
Level of theory: wB97M-V/def2-TZVPD

Last column: Löwdin spin population.
Geometry (Å):
Hg 0.46060 0.67192 -0.05974  0.00
N -3.91062 0.28488 1.37120  0.00
C -3.60667 -0.90687 1.98613  0.02
N -4.52364 -1.40751 2.83714  0.08
C -4.08327 -2.51762 3.45092  0.03
N -4.97371 -3.07783 4.35967  0.00
N -2.93657 -3.13843 3.28597  0.07
C -2.12079 -2.59727 2.32773  0.17
N -2.44170 -1.43748 1.68637  0.08
C -0.87519 -3.22199 2.04781  0.13
C -0.27712 -4.09071 3.00416  0.06
C 0.99006 -4.56298 2.80954  0.05
C 1.68842 -4.21231 1.63160  0.14
C 1.02403 -3.40230 0.72672  0.01
N -0.19927 -2.91642 0.88951  0.15
H -4.67358 0.77922 1.80435  0.00
H -3.10913 0.86085 1.13633  0.00
H -5.63842 -2.41176 4.71692  0.00
H -4.52285 -3.65597 5.04978  0.00
H -0.83611 -4.31592 3.90156  0.00
H 1.46024 -5.18516 3.56356  0.00
H 2.69375 -4.55386 1.43012  0.01
H 1.51833 -3.11905 -0.20070  0.00
Cl -4.75006 7.23642 0.56517  0.00
C -3.73050 5.84401 0.73006  0.00
C -3.57108 4.94126 -0.32353  0.00
Cl -4.41278 5.22842 -1.81287  0.00
C -2.76001 3.83233 -0.20061  0.00
Cl -2.56667 2.71907 -1.49859  0.00
C -2.03951 3.52498 1.00610  0.00
O -1.31399 2.50740 1.12862  0.00
C -2.23963 4.47902 2.05477  0.00
Cl -1.42154 4.16917 3.54969  0.00
C -3.05293 5.59002 1.91872  0.00
Cl -3.23873 6.69258 3.24734  0.00
S 1.10422 2.40280 -1.72239  0.00
C 2.64449 1.72952 -2.26343  0.00
C 3.12066 2.19958 -3.49381  0.00
C 4.31585 1.77392 -4.04381  0.00
C 5.07623 0.82850 -3.36501  0.00
C 4.61809 0.33992 -2.15458  0.00
C 3.42014 0.77051 -1.57179  0.00
S 2.98138 0.07794 -0.01457  0.00
H 2.51633 2.92795 -4.02225  0.00
H 4.64377 2.16916 -4.99842  0.00
H 6.01077 0.46605 -3.77788  0.00
H 5.19484 -0.40826 -1.62320  0.00
Te -1.29156 -1.34627 -1.06060  0.00
C -0.11464 -2.50853 -2.37348  0.00
C -0.54080 -3.78969 -2.69629  0.00
C 0.16948 -4.54360 -3.62080  0.00
C 1.30842 -4.02379 -4.21843  0.00
C 1.74687 -2.75042 -3.88081  0.00
C 1.04004 -1.99496 -2.95588  0.00
C -2.06905 -0.27272 -2.76403  0.00
C -1.28889 0.51651 -3.60265  0.00
C -1.85801 1.15771 -4.69380  0.00
C -3.21388 1.01880 -4.95860  0.00
C -3.99920 0.23901 -4.12290  0.00
C -3.42708 -0.40270 -3.03214  0.00
H -1.42530 -4.20010 -2.22436  0.00
H -0.16930 -5.54213 -3.87137  0.00
H 1.86026 -4.61375 -4.94052  0.00
H 2.64363 -2.34119 -4.32978  0.00
H 1.39834 -1.00891 -2.67852  0.00
H -0.23997 0.67545 -3.38857  0.00
H -1.24003 1.78635 -5.32390  0.00
H -3.65880 1.53018 -5.80409  0.00
H -5.06200 0.13910 -4.31024  0.00
H -4.05229 -0.99453 -2.37239  0.00
C 2.47061 3.90583 4.53582  0.00
C 2.58729 3.71679 3.02997  0.00
C 1.82386 2.51211 2.51206  0.00
N 2.38583 1.28687 3.06855  0.00
C 1.74936 0.12732 3.04770  0.00
S 0.17077 -0.08683 2.51624  0.00
N 2.37810 -1.00647 3.56554  0.00
C 3.49838 -1.14955 4.36762  0.00
O 3.51510 -1.97208 5.25800  0.00
C 4.73261 -0.36059 4.05225  0.00
C 5.10634 -0.11584 2.73356  0.00
C 6.28708 0.56876 2.47440  0.00
C 7.08581 0.99488 3.52505  0.00
C 6.72001 0.72892 4.84138  0.00
C 5.54859 0.04147 5.10757  0.00
H 2.99580 4.80449 4.86458  0.00
H 2.88901 3.05831 5.08390  0.00
H 1.42433 4.00083 4.82981  0.00
H 3.64089 3.63895 2.73600  0.00
H 2.18704 4.59107 2.51208  0.00
H 1.87827 2.46757 1.41795  0.00
H 0.76744 2.55287 2.78110  0.00
H 3.37070 1.30159 3.27377  0.00
H 1.72758 -1.78606 3.63511  0.00
H 4.48463 -0.43938 1.90495  0.00
H 6.56295 0.76988 1.44738  0.00
H 8.00021 1.53844 3.31996  0.00
H 7.35011 1.05824 5.65804  0.00
H 5.24967 -0.18915 6.12099  0.00

Largest force on an atom in hartree/bohr: 0.013
Spin multiplicity: 2
Energy in hartree: -6165.90492
ΔE to the lowest compared entry with this formula, charge and spin in kcal/mol: 4.72
Charge: -2
HOMO energy (spin up / spin down) in eV: -0.169 / -2.427
LUMO level (spin up / spin down) in eV: 3.80 / 3.79
<S²>: 0.766



4.
Formula: C35H88F6NO37S13
Source: the OMol25 dataset
Level of theory: wB97M-V/def2-TZVPD

Last column: Löwdin charge in e.
Geometry (Å):
C 1.27914 0.48582 -1.06431  -0.71
F 0.48437 0.76923 -2.09516  0.13
F 2.49237 0.43834 -1.44250  0.19
F 1.11893 1.40674 -0.12952  0.14
S 0.83091 -1.32360 -0.34523  0.67
O 0.76587 -2.10505 -1.51686  -0.29
O 1.92225 -1.70404 0.56673  -0.33
N -0.61755 -0.93536 0.58345  -0.29
S -1.54207 -1.99816 0.03074  0.52
O -2.11357 -1.72496 -1.27630  -0.34
O -1.18044 -3.43309 0.30656  -0.35
C -3.13132 -1.79764 1.22821  -0.57
F -4.16252 -2.67405 1.02490  0.08
F -2.78062 -2.07470 2.52027  0.06
F -3.67071 -0.56529 1.20464  0.09
O -1.29731 -6.32989 -7.57749  -0.28
S -2.66833 -6.67328 -7.96046  0.69
O -3.17947 -6.37020 -9.28245  -0.29
O -3.06458 -8.25745 -7.54207  -0.27
C -4.34228 -8.73063 -7.75411  -0.33
C -4.88631 -9.22325 -6.42326  -0.07
C -3.69720 -5.88828 -6.67003  -0.12
H -4.31930 -9.52999 -8.49479  0.12
H -5.01080 -7.93901 -8.09249  0.11
H -5.26409 -8.46090 -5.74192  0.07
H -4.11688 -9.78514 -5.89378  0.08
H -5.61499 -9.99999 -6.65522  0.08
H -3.28696 -6.18362 -5.70433  0.07
H -4.76238 -6.09730 -6.57116  0.06
H -3.49418 -4.82451 -6.79369  0.07
O -8.93094 -10.40576 5.96223  -0.29
S -9.92068 -9.36151 6.14016  0.69
O -11.15618 -9.24288 5.35857  -0.31
O -10.23211 -9.12196 7.73996  -0.28
C -11.15970 -8.14786 8.13870  -0.31
C -11.54730 -8.45558 9.57924  -0.07
C -8.92408 -7.71560 5.99537  -0.08
H -12.07314 -8.09502 7.54629  0.12
H -10.64187 -7.19345 8.23407  0.11
H -10.70261 -8.44325 10.26802  0.08
H -11.96405 -9.46250 9.60202  0.08
H -12.28903 -7.74071 9.93547  0.08
H -8.15623 -7.71985 6.76899  0.07
H -9.62430 -6.89166 6.13291  0.05
H -8.54111 -7.87944 4.98810  0.06
O 10.66242 -3.82750 -2.20169  -0.29
S 10.27140 -2.54750 -2.76051  0.71
O 11.29043 -1.61619 -3.25262  -0.32
O 9.21717 -2.91990 -4.04352  -0.26
C 9.02814 -2.01701 -5.04842  -0.36
C 7.62564 -2.09793 -5.72453  -0.04
C 9.08913 -1.56126 -1.66904  -0.08
H 9.86016 -2.11514 -5.74572  0.11
H 9.24389 -0.99685 -4.73091  0.10
H 6.88551 -1.75244 -5.00276  0.07
H 7.39131 -3.14946 -5.89026  0.08
H 7.57328 -1.51950 -6.64691  0.08
H 9.63471 -1.23940 -0.78200  0.07
H 8.30278 -2.28799 -1.46510  0.07
H 8.72444 -0.73941 -2.28521  0.06
O 0.40202 -4.99799 8.82303  -0.32
S -0.62498 -4.29410 8.04571  0.71
O -1.67155 -5.07850 7.36839  -0.29
O -1.27431 -3.14786 9.07643  -0.29
C -0.52277 -2.55557 10.08704  -0.29
C -1.37356 -1.41241 10.78147  -0.05
C 0.18354 -3.12716 6.88412  -0.11
H 0.42120 -2.08477 9.81252  0.11
H -0.30523 -3.38294 10.76249  0.11
H -2.41400 -1.68462 10.95893  0.07
H -1.37134 -0.56268 10.09880  0.07
H -0.93853 -1.01162 11.69700  0.07
H -0.48812 -2.30347 6.64220  0.07
H 0.58594 -3.59093 5.98351  0.08
H 0.93413 -2.52966 7.40153  0.06
O 7.86611 3.38573 7.34024  -0.32
S 6.44167 3.08677 7.52013  0.67
O 6.07395 2.02786 8.43837  -0.30
O 5.64744 4.48878 8.02094  -0.26
C 6.01701 5.68957 7.22367  -0.27
C 5.44744 6.88181 7.91960  -0.09
C 5.69364 2.71972 5.86468  -0.11
H 5.52345 5.66058 6.25225  0.11
H 7.07454 5.79703 6.98248  0.12
H 5.89264 7.04203 8.90155  0.08
H 4.40918 6.68645 8.18785  0.08
H 5.57949 7.78866 7.32943  0.08
H 6.03451 1.74355 5.51974  0.07
H 6.03566 3.40047 5.08513  0.06
H 4.60697 2.65656 5.92194  0.07
O -0.25816 4.03875 7.14372  -0.32
S -1.48138 4.82602 6.77698  0.72
O -2.41766 5.25811 7.86030  -0.33
O -1.09027 6.08471 5.82150  -0.27
C -2.01272 7.02853 5.47226  -0.31
C -1.88875 8.30792 6.35430  -0.06
C -2.38392 3.80248 5.50306  -0.08
H -3.06071 6.72920 5.45801  0.12
H -1.71912 7.33962 4.46970  0.12
H -2.54734 9.07799 5.95263  0.07
H -0.90335 8.72733 6.55724  0.07
H -2.15715 8.04415 7.37728  0.07
H -1.59711 3.69274 4.75674  0.07
H -3.25587 4.37546 5.18765  0.06
H -2.47922 2.80384 5.92937  0.07
O -4.63927 5.58292 -0.27546  -0.30
S -4.56856 5.88400 -1.70914  0.66
O -5.76480 6.48731 -2.27640  -0.30
O -3.23599 6.79888 -2.08781  -0.27
C -3.20776 7.47323 -3.34757  -0.30
C -1.81832 7.69021 -3.86803  -0.07
C -4.07848 4.36303 -2.54598  -0.11
H -3.65012 8.43612 -3.09213  0.12
H -3.89002 7.09345 -4.10808  0.12
H -1.42870 6.70263 -4.11497  0.08
H -1.12224 8.33710 -3.33408  0.08
H -1.79181 8.17759 -4.84264  0.08
H -3.90887 4.48850 -3.61537  0.07
H -4.84142 3.66563 -2.20005  0.08
H -3.07987 4.13702 -2.17212  0.07
O 7.53068 8.37040 2.51756  -0.31
S 6.39421 8.78187 1.67504  0.66
O 5.50349 7.79513 1.09396  -0.29
O 5.50063 9.91847 2.43728  -0.27
C 4.07214 9.93275 2.30888  -0.28
C 3.46837 11.28007 2.73536  -0.06
C 7.14698 9.87544 0.40593  -0.10
H 3.63003 9.15111 2.92666  0.11
H 3.75211 9.47674 1.37200  0.11
H 3.71219 12.08490 2.04190  0.07
H 3.87135 11.49713 3.72460  0.08
H 2.38523 11.28157 2.85752  0.08
H 7.96929 10.40700 0.88485  0.07
H 6.34714 10.53058 0.06076  0.06
H 7.56509 9.26271 -0.39273  0.07
O 4.82367 -10.16743 -5.05275  -0.28
S 3.47264 -10.60814 -5.27916  0.69
O 2.96637 -10.60872 -6.65017  -0.31
O 3.43309 -12.21098 -4.71998  -0.29
C 2.27883 -12.99847 -4.90789  -0.32
C 2.68514 -14.28026 -5.63290  -0.07
C 2.27214 -9.88008 -4.05459  -0.08
H 1.48133 -12.47725 -5.43744  0.12
H 1.93028 -13.27847 -3.91380  0.11
H 2.85030 -13.97037 -6.66479  0.08
H 1.88621 -15.02049 -5.58968  0.08
H 3.61100 -14.69882 -5.23836  0.08
H 2.03479 -10.66517 -3.33669  0.06
H 1.33759 -9.60107 -4.54129  0.07
H 2.76111 -8.95496 -3.74936  0.07
O 7.64276 3.87417 -10.15337  -0.31
S 8.57827 5.02838 -10.05810  0.73
O 8.47729 6.14849 -11.03018  -0.32
O 8.45562 5.73791 -8.55998  -0.26
C 8.32688 4.97246 -7.42258  -0.35
C 7.51041 5.67437 -6.36490  -0.06
C 10.39826 4.56494 -9.94630  -0.08
H 9.33320 4.70954 -7.09655  0.11
H 7.90582 3.97249 -7.52690  0.12
H 6.46579 5.74419 -6.66821  0.09
H 7.88931 6.64919 -6.05788  0.08
H 7.55442 5.03551 -5.48285  0.08
H 10.49686 4.15485 -8.94121  0.05
H 11.11975 5.34965 -10.17385  0.07
H 10.42665 3.76746 -10.68882  0.06
O -9.27740 3.99428 -5.60074  -0.30
S -10.28343 2.99603 -5.16033  0.73
O -10.99654 2.02273 -6.04204  -0.33
O -9.71496 2.18653 -3.78481  -0.30
C -10.50196 1.11633 -3.17636  -0.25
C -9.82185 -0.15009 -3.68202  -0.08
C -11.52599 4.00131 -4.28403  -0.13
H -11.50075 1.12476 -3.61275  0.10
H -10.68632 1.04687 -2.10431  0.12
H -8.78562 -0.27434 -3.36755  0.08
H -9.80564 -0.14124 -4.77186  0.07
H -10.29772 -1.06489 -3.32875  0.08
H -10.99879 4.35897 -3.39959  0.07
H -12.41743 3.48887 -3.92232  0.06
H -11.87455 4.73301 -5.01289  0.07

Largest force on an atom in hartree/bohr: 0.142
Energy in hartree: -10000.21865
ΔE to the lowest compared entry with this formula, charge and spin in kcal/mol: 273.74
Charge: -1
HOMO energy in eV: -6.841
LUMO level in eV: 1.13



5.
Formula: C13H18ClFN3O5PS
Source: the OMol25 dataset
Level of theory: wB97M-V/def2-TZVPD

Last column: natural (NBO) charge in e.
Geometry (Å):
O -5.01872 -1.07576 1.99188  -1.08
P -4.39886 -0.08081 1.02888  2.38
O -3.52269 0.99511 1.96739  -0.96
O -5.65624 0.73227 0.27051  -0.98
N -3.37725 -0.87186 -0.14494  -0.91
C -3.15755 -0.04691 -1.37951  -0.28
C -2.37995 1.28559 -1.11117  -0.44
C -2.69116 2.30108 -2.28831  -0.36
Cl -2.32825 1.54809 -3.89253  -0.06
S -4.23785 -2.33391 -0.56445  2.38
O -3.85208 -3.38829 0.39756  -0.82
O -3.86818 -2.77497 -1.92985  -0.86
F -5.85264 -2.05640 -0.59913  -0.45
H -4.11862 1.34136 2.64841  0.52
H -6.45994 0.45253 0.73604  0.53
H -4.11340 0.11366 -1.92913  0.22
H -2.51416 -0.65922 -2.05820  0.26
H -1.27824 1.11511 -1.12206  0.23
H -2.66162 1.81066 -0.16981  0.23
H -2.09486 3.22374 -2.09238  0.23
H -3.77263 2.56313 -2.17989  0.22
N 2.10909 -0.74118 0.70662  -0.44
C 0.78360 -0.75322 0.89289  0.04
C -0.06501 -1.69879 0.34128  -0.27
C 0.48587 -2.69150 -0.45409  -0.16
C 1.85563 -2.70086 -0.66403  -0.25
C 2.61742 -1.71126 -0.06419  0.03
H 0.39793 0.04381 1.51997  0.19
H -1.12884 -1.66021 0.52940  0.23
H -0.14525 -3.44871 -0.90431  0.23
H 2.32212 -3.45893 -1.27886  0.22
H 3.69422 -1.67969 -0.19755  0.20
N 6.75837 0.81419 2.23735  -0.42
C 5.60031 0.26830 1.84660  0.03
C 4.78610 0.80309 0.86065  -0.27
C 5.19277 1.97633 0.24364  -0.17
C 6.38788 2.56295 0.63180  -0.26
C 7.12889 1.94438 1.62568  0.03
H 5.32411 -0.64597 2.36123  0.19
H 3.85594 0.31224 0.58446  0.25
H 4.58491 2.42862 -0.53143  0.21
H 6.73704 3.47899 0.17319  0.22
H 8.07182 2.36324 1.96041  0.19

Largest force on an atom in hartree/bohr: 0.129
Energy in hartree: -2346.25765
ΔE to the lowest compared entry with this formula, charge and spin in kcal/mol: 0.00
HOMO energy in eV: -9.397
LUMO level in eV: -0.46